P:
Here is a 2-piece molecular cluster, CH3Br2OP overall from OMol25. Energies are from ωB97M-V/def2-TZVPD.

Positions of all 8 atoms, in Å:
C  0.0726  0.1165  -0.2667
O  1.3297  -0.2774  -0.5732
P  -2.6639  -0.9816  -0.9011
Br  -1.4478  -2.8861  -0.8895
Br  -2.3881  -0.5296  -3.0631
H  -0.3541  0.8928  -0.8779
H  -0.3887  -0.1380  0.6711
H  1.6958  -0.7926  0.1596

E_LUMO (alpha / beta) (eV): -1.321 / 0.104
Charge: 0
E_HOMO (alpha / beta) (eV): -7.60 / -8.19
HOMO-LUMO gap (alpha / beta) (eV): 6.28 / 8.29

=====

Q:
Here is CH3Br2OP as an isolated structure from OMol25. Energies are from ωB97M-V/def2-TZVPD.

Positions of all 8 atoms, in Å:
C  -0.9522  0.2997  -0.5302
O  -0.8241  0.4047  0.9039
P  1.2781  -0.2040  1.5124
Br  1.4796  -2.2508  0.6804
Br  2.2081  0.8460  -0.1681
H  -1.9680  0.7634  -0.5719
H  -1.0165  -0.7467  -0.7619
H  -0.2050  0.8878  -1.0646

E_LUMO (alpha / beta) (eV): -0.955 / -0.955
Charge: 0
E_HOMO (alpha / beta) (eV): -9.83 / -9.83
HOMO-LUMO gap (alpha / beta) (eV): 8.88 / 8.88

=====

Bottom line: Q, by a margin of 76.3 kJ/mol.

=====

P:
Here is C6H9NO2 as an isolated structure from OMol25. Energies are from ωB97M-V/def2-TZVPD.

Positions of all 18 atoms, in Å:
C  -1.7069  -0.6622  0.1093
C  0.9547  -1.3326  0.5427
C  1.6990  -0.2623  -0.3303
C  0.5673  0.6347  -0.2485
C  -0.5039  1.7867  -0.3615
C  -1.1929  0.9019  0.6758
H  -0.5702  -2.2656  -1.0874
H  0.9752  -1.0169  1.6650
H  1.6636  -2.1695  0.2329
H  2.4824  0.0011  0.1920
H  2.0412  -0.2953  -1.4248
H  -0.1970  0.0308  -1.0042
H  -0.8185  1.9635  -1.5132
H  -0.2919  2.8723  -0.1374
H  -1.7891  1.5344  1.4334
N  -0.5204  -1.5263  0.1366
O  -2.8880  -0.7842  -0.1184
O  0.0954  0.5896  1.2379

E_LUMO (eV): 0.196
Charge: 0
E_HOMO (eV): -8.81
HOMO-LUMO gap (eV): 9.00

=====

Q:
Here is a 2-piece molecular cluster, C6H9NO2 overall from OMol25. Energies are from ωB97M-V/def2-TZVPD.

Positions of all 18 atoms, in Å:
O  6.4998  -0.7714  2.2975
C  5.3338  0.0119  2.2061
C  4.8387  0.1791  0.7575
C  3.5355  1.0033  0.7659
C  2.9000  1.1022  -0.5538
N  2.3551  0.8425  -1.5605
C  5.8788  0.8102  -0.0628
C  6.7522  1.4485  -0.6069
H  7.2242  -0.3305  1.8404
H  4.5665  -0.5224  2.7811
H  5.4839  0.9995  2.6727
H  4.6312  -0.8224  0.3519
H  2.8174  0.5282  1.4508
H  3.7138  2.0215  1.1422
H  7.5529  2.1122  -0.8830
O  0.4848  -0.2746  4.8666
H  1.2970  0.2605  4.8502
H  0.5242  -1.1331  4.2488

E_LUMO (eV): 0.189
Charge: 0
E_HOMO (eV): -10.62
SMILES: C#C[C@@H](CO)CC#N.O
HOMO-LUMO gap (eV): 10.81

=====

Bottom line: Q, by a margin of 603.3 kJ/mol.